# 1
Formula: C37H94N6O9
Source: the Open Molecules 2025 dataset
Level of theory: ωB97M-V/def2-TZVPD

Properties
HOMO level = -7.8 eV
SMILES string = CC1(C)CCCC(C)(C)N1O.CC1(C)CCCC(C)(C)N1O.COC[C@H](C)N.COC[C@H](C)N.COC[C@H](C)N.COC[C@H](C)N.CO.CO.CO
Gap between HOMO and LUMO = 8.28 eV
Molar mass = 767.19 g/mol
Energy relative to the best compared isomer or geometry (same formula, charge and spin) = 59.1 kJ/mol
Lowest unoccupied orbital energy = 0.44 eV
Calculated total energy = -2471.602716 Eh

Cartesian coordinates (Å):
C -2.837 -0.473 1.660
C -3.777 -0.524 2.885
C -3.184 -1.428 3.979
C -3.931 0.912 3.397
C -5.038 1.036 4.444
C -6.376 0.579 3.849
C -6.318 -0.840 3.246
C -6.384 -1.909 4.379
C -7.498 -1.025 2.285
N -5.099 -0.970 2.395
O -4.982 -2.276 1.847
H -2.284 0.461 1.580
H -2.206 -1.351 1.522
H -3.459 -0.508 0.760
H -2.252 -1.039 4.385
H -3.876 -1.645 4.787
H -2.965 -2.380 3.482
H -3.016 1.183 3.929
H -4.139 1.558 2.544
H -4.840 0.438 5.335
H -5.106 2.082 4.748
H -6.767 1.302 3.134
H -7.061 0.503 4.699
H -5.746 -2.766 4.195
H -7.416 -2.251 4.470
H -6.137 -1.462 5.343
H -7.393 -0.325 1.456
H -8.423 -0.854 2.840
H -7.547 -2.025 1.856
H -4.937 -2.831 2.643
C 0.876 -0.915 0.870
C 0.876 -0.865 -0.671
C 1.287 -2.247 -1.190
C -0.527 -0.392 -1.073
C -0.567 -0.008 -2.578
C 0.403 1.121 -2.818
C 1.822 0.791 -2.353
C 2.540 -0.104 -3.404
C 2.558 2.133 -2.283
N 1.810 0.201 -1.028
O 3.094 0.069 -0.467
H 0.097 -1.600 1.215
H 1.825 -1.335 1.222
H 0.828 0.007 1.448
H 1.353 -2.356 -2.274
H 2.302 -2.453 -0.847
H 0.596 -2.986 -0.781
H -1.216 -1.224 -0.926
H -0.747 0.518 -0.512
H -0.286 -0.902 -3.142
H -1.624 0.167 -2.787
H -0.058 1.990 -2.338
H 0.414 1.339 -3.891
H 3.158 0.558 -4.021
H 1.954 -0.750 -4.056
H 3.300 -0.725 -2.922
H 2.495 2.622 -3.258
H 3.610 2.000 -2.033
H 2.050 2.787 -1.575
H 3.209 0.915 0.003
C -1.108 4.267 -1.045
O -1.062 5.288 -0.049
C -0.557 4.845 1.209
C -0.595 6.089 2.101
C -0.143 5.752 3.516
N -1.927 6.684 2.169
H -1.718 3.389 -0.838
H -0.083 4.072 -1.372
H -1.554 4.807 -1.884
H -1.136 4.003 1.611
H 0.457 4.453 1.061
H 0.108 6.792 1.654
H 0.117 6.608 4.142
H 0.686 5.039 3.574
H -0.930 5.285 4.120
H -2.630 5.970 2.347
H -2.150 6.963 1.214
C 0.210 -5.361 0.799
O 1.561 -5.105 1.028
C 1.831 -4.729 2.364
C 3.297 -4.462 2.578
C 3.976 -3.632 1.494
N 4.046 -5.735 2.797
H -0.478 -4.573 1.129
H -0.139 -6.330 1.181
H 0.102 -5.464 -0.285
H 1.251 -3.818 2.571
H 1.517 -5.483 3.095
H 3.418 -3.936 3.530
H 3.309 -2.856 1.100
H 4.197 -4.224 0.603
H 4.878 -3.108 1.809
H 3.914 -6.308 1.960
H 5.033 -5.501 2.703
C -0.160 -1.121 -6.205
O -1.222 -1.555 -5.375
C -1.994 -2.555 -6.019
C -2.894 -3.240 -5.001
C -3.971 -2.336 -4.414
N -2.072 -3.830 -3.928
H 0.669 -1.831 -6.194
H 0.106 -0.128 -5.842
H -0.471 -0.959 -7.243
H -2.637 -2.130 -6.802
H -1.312 -3.269 -6.492
H -3.386 -4.090 -5.484
H -4.549 -1.874 -5.221
H -3.604 -1.497 -3.823
H -4.682 -2.937 -3.847
H -1.315 -3.170 -3.736
H -1.568 -4.604 -4.359
C 2.539 2.421 1.827
O 3.699 2.378 1.031
C 4.867 2.849 1.681
C 5.988 2.935 0.655
C 7.360 3.147 1.239
N 5.794 3.897 -0.455
H 1.700 2.019 1.259
H 2.259 3.411 2.203
H 2.652 1.776 2.708
H 4.662 3.845 2.096
H 5.161 2.193 2.508
H 5.957 2.017 0.055
H 8.085 3.414 0.469
H 7.771 2.311 1.809
H 7.462 4.004 1.920
H 4.816 3.831 -0.743
H 5.802 4.862 -0.111
C 5.960 -1.870 -4.236
O 7.239 -2.436 -4.270
H 5.184 -2.526 -3.821
H 5.905 -0.924 -3.688
H 5.601 -1.699 -5.252
H 7.507 -2.800 -3.425
C 2.784 5.915 -0.273
O 3.200 5.128 -1.388
H 1.686 5.974 -0.283
H 3.054 5.311 0.595
H 3.172 6.934 -0.332
H 3.130 5.684 -2.170
C -3.364 -3.543 -0.534
O -3.484 -4.509 -1.562
H -3.879 -3.950 0.335
H -2.338 -3.319 -0.218
H -3.893 -2.635 -0.837
H -3.119 -4.127 -2.393

Results of the Löwdin charge analysis, in e, for atoms 1 through 6:
1 C -0.029
2 C -0.502
3 C -0.020
4 C -0.144
5 C -0.176
6 C -0.133

---

# 2
Formula: C26H24ClMoN6O8
Source: the Open Molecules 2025 dataset
Level of theory: ωB97M-V/def2-TZVPD

Properties
HOMO level = -11.0 eV
Gap between HOMO and LUMO = 6.65 eV
Molar mass = 679.90 g/mol
Energy relative to the best compared isomer or geometry (same formula, charge and spin) = 0.0 kJ/mol
Lowest unoccupied orbital energy = -4.40 eV
Net charge = +1
Calculated total energy = -2463.978886 Eh

Cartesian coordinates (Å):
Mo 0.884 0.476 -0.031
O -2.427 5.439 -1.664
C -1.703 4.358 -1.372
C -0.791 3.784 -2.269
C -0.092 2.683 -1.843
N -0.263 2.179 -0.630
C -1.150 2.689 0.214
C -1.898 3.790 -0.106
C -1.206 1.893 1.489
O -1.915 2.125 2.414
O -0.334 0.866 1.420
C 0.901 1.878 -2.635
O 1.178 2.064 -3.779
O 1.411 0.908 -1.863
H -2.235 5.767 -2.551
H -0.637 4.165 -3.270
H -2.618 4.197 0.589
N 1.915 -5.940 0.701
C 2.299 -4.693 0.461
N 3.378 -4.473 -0.300
N 1.601 -3.721 1.029
C 1.609 -2.492 0.782
N 1.597 -1.331 0.601
H 2.389 -6.730 0.297
H 1.077 -6.088 1.238
H 3.725 -5.194 -0.919
H 3.622 -3.524 -0.526
C 1.909 -2.121 -3.858
C 1.504 -3.481 -3.350
C 2.485 -4.396 -2.980
C 2.150 -5.661 -2.540
Cl 3.412 -6.742 -2.004
C 0.830 -6.081 -2.517
C -0.154 -5.181 -2.884
C 0.172 -3.883 -3.249
O -0.887 -3.066 -3.564
C -0.967 -1.802 -2.951
C -0.615 -1.844 -1.482
O -0.462 -2.876 -0.880
O -0.547 -0.642 -0.926
H 2.941 -2.145 -4.208
H 1.845 -1.354 -3.082
H 1.288 -1.797 -4.691
H 3.530 -4.120 -3.072
H 0.575 -7.084 -2.205
H -1.199 -5.463 -2.867
H -2.014 -1.499 -3.013
H -0.377 -1.036 -3.456
C 4.233 2.410 -1.021
C 4.403 2.294 0.467
C 5.550 2.738 1.102
C 5.680 2.633 2.480
C 4.667 2.082 3.254
C 3.496 1.630 2.669
C 2.387 1.033 3.488
C 3.388 1.742 1.271
N 2.242 1.283 0.664
H 5.178 2.659 -1.498
H 3.516 3.198 -1.268
H 3.856 1.486 -1.459
H 6.349 3.168 0.512
H 6.583 2.990 2.960
H 4.785 2.007 4.327
H 2.596 1.145 4.550
H 2.270 -0.031 3.274
H 1.429 1.506 3.275

Results of the natural (NBO) charge analysis, in e, for atoms 1 through 6:
1 Mo 1.696
2 O -0.612
3 C 0.388
4 C -0.269
5 C 0.134
6 N -0.435

---

# 3
Formula: C8H12S
Source: the Open Molecules 2025 dataset
Level of theory: ωB97M-V/def2-TZVPD

Properties
HOMO level = -8.5 eV
SMILES string = C[C@H]1CCC2=C1[C@H](S)C2
Gap between HOMO and LUMO = 9.43 eV
Molar mass = 140.25 g/mol
Energy relative to the best compared isomer or geometry (same formula, charge and spin) = 292.3 kJ/mol
Lowest unoccupied orbital energy = 0.89 eV
Calculated total energy = -710.093157 Eh

Cartesian coordinates (Å):
C 0.190 2.224 0.174
C 0.654 0.915 -0.553
C 1.788 0.109 0.219
C 1.328 -1.397 0.511
C -0.136 -1.338 0.023
C -0.403 -0.141 -0.496
C -1.837 -0.415 -0.713
S -3.004 0.525 0.288
C -1.587 -1.816 -0.095
H 0.388 2.085 1.285
H -0.831 2.404 -0.236
H 0.765 3.270 -0.002
H 0.999 1.202 -1.497
H 1.880 0.565 1.265
H 2.827 0.200 -0.045
H 1.365 -1.748 1.595
H 1.825 -2.145 -0.181
H -2.126 -0.514 -1.693
H -2.290 0.531 1.549
H -1.801 -2.729 -0.849
H -2.022 -2.133 0.795

Results of the natural (NBO) charge analysis, in e, for atoms 1 through 6:
1 C -0.617
2 C -0.261
3 C -0.391
4 C -0.430
5 C 0.026
6 C -0.030

---

# 4
Formula: C2H4OS3
Source: the Open Molecules 2025 dataset
Level of theory: ωB97M-V/def2-TZVPD

Properties
HOMO level = -8.8 eV
Gap between HOMO and LUMO = 7.06 eV
Molar mass = 140.25 g/mol
Energy relative to the best compared isomer or geometry (same formula, charge and spin) = 187.1 kJ/mol
Lowest unoccupied orbital energy = -1.77 eV
Calculated total energy = -1348.337120 Eh

Cartesian coordinates (Å):
C 1.270 0.794 0.563
C 1.890 -0.123 -0.471
O -3.154 -1.328 -1.076
S -4.236 -0.314 1.332
S -0.083 0.347 1.381
S -3.774 -0.153 -0.509
H 1.836 1.744 0.687
H 1.521 -0.107 -1.466
H 1.785 -1.103 0.013
H 2.944 0.243 -0.454

Results of the natural (NBO) charge analysis, in e, for atoms 1 through 6:
1 C -0.220
2 C -0.692
3 O -0.820
4 S -0.246
5 S 0.020
6 S 1.068

---

# 5
Formula: H5N2OP
Source: the Open Molecules 2025 dataset
Level of theory: ωB97M-V/def2-TZVPD

Properties
HOMO level = -9.5 eV
Gap between HOMO and LUMO = 10.22 eV
Molar mass = 80.03 g/mol
Energy relative to the best compared isomer or geometry (same formula, charge and spin) = 189.8 kJ/mol
Lowest unoccupied orbital energy = 0.72 eV
Calculated total energy = -529.088110 Eh

Cartesian coordinates (Å):
N -0.999 1.408 0.550
N 0.378 -1.428 0.183
O 0.803 0.145 -1.760
P 0.677 0.124 -0.322
H -1.174 2.097 -0.168
H -1.711 0.704 0.505
H 0.108 -2.054 -0.571
H 0.122 -1.691 1.099
H 1.796 0.695 0.485

Results of the natural (NBO) charge analysis, in e, for atoms 1 through 6:
1 N -1.080
2 N -1.203
3 O -1.070
4 P 1.889
5 H 0.354
6 H 0.339

---

# 6
Formula: C6H12O
Source: the Open Molecules 2025 dataset
Level of theory: ωB97M-V/def2-TZVPD

Properties
HOMO level = -9.0 eV
Gap between HOMO and LUMO = 10.08 eV
Molar mass = 100.16 g/mol
Energy relative to the best compared isomer or geometry (same formula, charge and spin) = 264.6 kJ/mol
Lowest unoccupied orbital energy = 1.05 eV
Calculated total energy = -310.958476 Eh

Cartesian coordinates (Å):
C -1.917 0.743 -0.179
C -1.071 -0.371 0.454
C -0.665 -1.425 -0.564
O 0.775 -1.212 -0.750
C 1.379 -0.313 0.243
C 2.202 0.710 -0.528
C 0.207 0.248 1.070
H -2.819 0.311 -0.622
H -1.380 1.280 -0.975
H -2.168 1.470 0.600
H -1.682 -0.935 1.149
H -0.751 -2.499 -0.505
H -1.878 -1.386 -1.233
H 2.071 -0.860 0.920
H 3.009 0.209 -1.074
H 2.651 1.462 0.131
H 1.550 1.214 -1.247
H 0.189 1.344 0.980
H 0.297 0.011 2.132

Results of the natural (NBO) charge analysis, in e, for atoms 1 through 6:
1 C -0.593
2 C -0.277
3 C -0.017
4 O -0.552
5 C 0.106
6 C -0.621

---

# 7
Formula: C5H12N2O
Source: the Open Molecules 2025 dataset
Level of theory: ωB97M-V/def2-TZVPD

Properties
HOMO level = -8.5 eV
Gap between HOMO and LUMO = 9.21 eV
Molar mass = 116.16 g/mol
Energy relative to the best compared isomer or geometry (same formula, charge and spin) = 398.1 kJ/mol
Lowest unoccupied orbital energy = 0.76 eV
Calculated total energy = -382.350903 Eh

Cartesian coordinates (Å):
C -1.185 -0.715 -0.055
C -0.233 0.433 -0.420
C 1.678 1.793 0.328
C -2.490 -0.582 -0.828
N 0.942 0.527 0.476
C 1.836 -0.715 0.544
O -0.645 -1.991 -0.382
N 1.756 -1.160 1.701
H 0.023 -2.229 0.273
H -1.393 -0.658 1.022
H 0.920 -0.010 1.701
H 0.097 0.309 -1.457
H -0.773 1.380 -0.348
H 2.312 -1.046 -0.381
H 2.075 1.904 -0.685
H 2.505 1.800 1.039
H 1.015 2.633 0.541
H -3.148 -1.412 -0.575
H -2.997 0.355 -0.593
H -2.296 -0.619 -1.901

Results of the natural (NBO) charge analysis, in e, for atoms 1 through 6:
1 C 0.085
2 C -0.242
3 C -0.412
4 C -0.618
5 N -0.518
6 C 0.123

---

# 8
Formula: C34H32BCl5F4GeN3O3Y
Source: the Open Molecules 2025 dataset
Level of theory: ωB97M-V/def2-TZVPD

Properties
HOMO level = -8.3 eV
Gap between HOMO and LUMO = 7.16 eV
Molar mass = 956.23 g/mol
Energy relative to the best compared isomer or geometry (same formula, charge and spin) = 120.7 kJ/mol
Lowest unoccupied orbital energy = -1.14 eV
Calculated total energy = -6545.713268 Eh

Cartesian coordinates (Å):
Y 0.814 1.078 0.116
Cl 0.340 5.121 6.450
C 0.528 4.489 4.860
C -0.009 3.251 4.530
Cl -0.876 2.328 5.699
C 0.154 2.759 3.244
Cl -0.532 1.214 2.798
C 0.844 3.456 2.245
O 0.970 2.978 1.039
C 1.373 4.707 2.601
Cl 2.209 5.583 1.380
C 1.219 5.212 3.884
Cl 1.883 6.750 4.275
C -2.041 6.033 0.169
C -1.200 5.496 -0.796
C -1.036 4.125 -0.897
C -1.741 3.294 -0.041
C -2.588 3.820 0.924
C -2.732 5.194 1.031
N -1.541 1.852 -0.079
N -2.616 1.255 0.003
C -2.814 -0.143 0.236
C -4.210 -0.298 0.255
C -4.848 -1.472 0.580
C -4.061 -2.543 0.944
C -2.681 -2.414 0.908
C -1.975 -1.257 0.525
H -2.146 7.107 0.258
H -0.652 6.150 -1.462
H -0.352 3.706 -1.621
H -3.105 3.146 1.594
H -3.378 5.610 1.794
H -4.782 0.589 0.018
H -5.927 -1.534 0.574
H -4.498 -3.486 1.245
H -2.133 -3.307 1.184
C 0.610 -5.730 1.616
C 0.273 -4.893 2.850
C 1.027 -3.558 2.954
C 0.248 -2.321 2.483
Ge -0.095 -2.128 0.557
C 1.694 -1.634 -0.204
C 2.296 -2.979 -0.668
C 1.861 -3.376 -2.074
C 2.399 -4.744 -2.476
H 0.082 -6.684 1.638
H 1.681 -5.943 1.581
H 0.340 -5.228 0.687
H 0.499 -5.493 3.734
H -0.805 -4.704 2.889
H 1.981 -3.630 2.423
H 1.290 -3.384 4.000
H 0.816 -1.426 2.754
H -0.708 -2.256 3.006
H -0.444 -3.397 -0.208
H 2.325 -1.239 0.590
H 1.718 -0.980 -1.074
H 2.048 -3.782 0.032
H 3.386 -2.885 -0.638
H 2.217 -2.615 -2.777
H 0.771 -3.367 -2.147
H 3.490 -4.765 -2.429
H 2.102 -5.006 -3.491
H 2.022 -5.520 -1.805
F 4.001 2.102 1.864
B 3.585 0.956 1.287
F 4.437 -0.102 1.330
F 3.149 1.183 -0.091
F 2.282 0.539 1.892
O 1.263 2.157 -2.037
C 0.666 1.271 -2.681
N 0.080 0.251 -2.026
C -0.519 -0.608 -2.940
O -1.068 -1.649 -2.672
C -0.267 -0.036 -4.316
C -0.630 -0.481 -5.565
C -0.244 0.293 -6.661
C 0.484 1.466 -6.493
C 0.854 1.906 -5.222
C 0.462 1.134 -4.151
H -1.199 -1.394 -5.687
H -0.515 -0.022 -7.660
H 0.770 2.042 -7.363
H 1.427 2.813 -5.081

Results of the Löwdin charge analysis, in e, for atoms 1 through 6:
1 Y 1.550
2 Cl 0.675
3 C -0.711
4 C -0.697
5 Cl 0.693
6 C -0.538